Record 1
Computed, not measured: a structure of composition C32H70N2O40S10 at a distorted geometry, with the ωB97M-V functional and the def2-TZVPD basis.

As for the HOMO-LUMO gap: 0.321 hartree. For the LUMO energy, the calculation gives -0.0015 Eh.

```
154
Properties=species:S:1:pos:R:3:forces:R:3:lowdin_charge:R:1
C -1.20760 1.81973 -5.39116 0.73 -0.28 -1.10 -0.060
C -2.21593 0.74120 -5.80274 0.16 0.43 0.44 -0.234
N -3.17001 0.39006 -4.74828 0.12 0.36 -0.34 -0.194
C -2.53912 -0.25596 -3.59876 -0.33 0.22 0.21 -0.249
C -2.23048 -1.74568 -3.72547 -0.48 -0.31 -0.64 -0.059
C -4.29207 -0.36225 -5.29414 -0.45 0.08 -0.12 -0.261
C -5.38074 0.52744 -5.89369 -0.17 0.00 -0.58 -0.082
H -0.61194 2.01897 -6.29171 0.09 -0.12 0.07 0.085
H -0.47073 1.46846 -4.66938 -0.19 0.16 0.27 0.048
H -1.59177 2.81361 -5.16196 -0.40 -0.29 0.44 0.056
H -2.72967 1.13783 -6.68071 -0.37 -0.19 0.12 0.114
H -1.69132 -0.16771 -6.13358 0.20 0.11 -0.12 0.115
H -1.59190 0.22398 -3.35169 -0.06 0.30 -0.34 0.080
H -3.18566 0.02998 -2.76070 0.02 -0.70 0.27 0.097
H -1.86911 -1.96393 -4.73616 0.57 0.23 0.16 0.077
H -1.49681 -2.04123 -2.98188 0.01 -0.16 -0.05 0.042
H -3.08735 -2.42489 -3.69841 -0.19 0.28 0.56 0.070
H -4.77917 -0.96668 -4.52589 0.30 0.05 0.23 0.112
H -3.94283 -1.06104 -6.06807 -0.06 -0.14 0.04 0.118
H -5.12653 0.89577 -6.89104 0.22 0.16 0.14 0.071
H -5.62378 1.38181 -5.26443 0.09 -0.06 0.12 0.053
H -6.31048 -0.02317 -6.05678 0.08 -0.17 0.17 0.073
C 0.64789 -2.18375 -1.40220 -0.27 0.15 -0.09 -0.089
C 0.28728 -0.76580 -0.95441 0.41 -0.06 -0.22 -0.236
N -0.52190 -0.66903 0.24567 -0.39 -0.45 -0.59 -0.160
C -0.86687 0.70650 0.58646 -0.14 -0.39 0.46 -0.244
C -1.56040 1.50255 -0.49494 -0.75 0.03 -0.50 -0.072
C 0.06505 -1.38321 1.37143 -0.29 0.90 1.14 -0.217
C -0.86132 -1.49803 2.59412 -0.59 -0.15 -0.73 -0.051
H -0.21981 -2.84863 -1.37616 -0.01 0.01 0.22 0.077
H 1.46338 -2.62267 -0.82695 0.01 0.01 0.01 0.059
H 0.95317 -2.11341 -2.44588 0.17 -0.15 0.02 0.052
H 1.22244 -0.18799 -0.86810 0.05 0.00 0.10 0.115
H -0.25257 -0.30977 -1.78620 -0.12 0.07 0.12 0.086
H -1.56608 0.60398 1.41278 0.01 0.37 0.02 0.069
H -0.00584 1.26870 0.98390 0.19 -0.04 -0.13 0.117
H -1.01652 1.64930 -1.43068 0.34 0.05 0.20 0.050
H -2.49796 1.02436 -0.80366 0.07 -0.22 0.14 0.053
H -1.88597 2.47690 -0.12502 0.29 0.04 0.17 0.080
H 0.95819 -0.83746 1.72226 0.39 -0.38 -0.25 0.121
H 0.28361 -2.41546 1.10851 0.36 0.14 -0.30 0.108
H -1.78817 -1.95384 2.23570 0.05 -0.27 0.27 0.071
H -1.19559 -0.56227 3.04588 0.45 0.14 0.02 0.061
H -0.40380 -2.13946 3.34520 -0.04 0.05 0.05 0.052
C 1.96394 -5.64504 -2.83463 -0.44 -0.99 -0.99 -0.158
C 2.04156 -4.93185 -4.19038 -0.30 0.53 0.92 -0.152
O 3.28211 -5.37061 -4.74490 1.04 -0.54 0.42 -0.180
S 4.32631 -5.87726 -3.60613 -0.80 0.62 0.15 0.632
O 5.38815 -4.93675 -3.46429 -0.33 -0.41 -0.10 -0.223
O 4.58185 -7.27079 -3.71892 -0.02 0.38 -0.43 -0.210
O 3.31142 -5.65527 -2.37666 0.40 0.15 0.14 -0.219
H 1.61928 -6.66115 -3.05652 0.22 -0.16 0.41 0.132
H 1.33143 -5.24142 -2.05147 0.06 0.46 -0.17 0.125
H 2.03976 -3.85388 -4.02400 0.20 0.04 -0.40 0.099
H 1.26435 -5.22606 -4.88896 -0.08 0.02 0.09 0.139
C 4.38287 -0.69359 -2.36561 0.09 0.78 0.30 -0.138
C 5.02546 0.26694 -3.36386 -0.18 -1.10 0.25 -0.132
O 4.52036 -0.23799 -4.61408 -1.46 0.01 -0.53 -0.188
S 2.92107 -0.56784 -4.43526 1.68 0.79 0.72 0.639
O 2.61660 -1.74526 -5.17695 0.01 0.44 0.33 -0.219
O 2.13458 0.62284 -4.58076 0.26 -0.67 -0.19 -0.239
O 3.04916 -0.83730 -2.86395 -0.91 -0.55 -0.71 -0.222
H 4.24988 -0.25502 -1.37810 0.30 -0.11 0.07 0.112
H 4.88591 -1.65658 -2.32097 -0.07 -0.04 -0.07 0.127
H 6.09737 0.10245 -3.39671 0.07 0.48 -0.02 0.141
H 4.70067 1.29128 -3.19213 0.24 0.12 -0.11 0.129
C 0.02848 5.73627 3.39742 0.28 -0.07 0.65 -0.157
C -0.39555 5.60715 1.95165 1.15 -0.94 0.47 -0.137
O -1.56888 4.78896 2.05203 -1.30 -0.03 -0.03 -0.191
S -1.60688 3.83746 3.33870 1.02 0.60 0.35 0.639
O -1.41838 2.47419 2.95713 0.21 0.62 0.18 -0.237
O -2.68296 4.17120 4.20410 0.26 0.14 -0.44 -0.195
O -0.19092 4.43056 3.95339 -1.34 -0.91 -0.39 -0.215
H -0.59099 6.46874 3.92093 0.02 -0.03 0.04 0.136
H 1.08038 5.90915 3.61426 0.00 0.35 -0.47 0.140
H 0.30382 4.98274 1.39321 0.30 0.47 -0.10 0.105
H -0.53740 6.58172 1.49601 -0.64 -0.18 -0.19 0.141
C 2.16787 4.51963 -2.10543 -1.02 0.22 -1.04 -0.178
C 1.61109 3.11367 -2.35063 0.09 0.36 -0.03 -0.133
O 2.07549 2.33083 -1.22642 0.68 0.15 0.67 -0.209
S 3.06554 3.19499 -0.27753 -0.56 0.58 0.05 0.642
O 4.22297 2.44794 0.06942 -0.45 0.23 -0.59 -0.204
O 2.33493 3.86184 0.77709 0.24 -0.77 -0.92 -0.251
O 3.38620 4.29418 -1.41885 0.31 -0.37 0.93 -0.174
H 1.45918 5.17178 -1.59178 0.30 -0.08 0.50 0.129
H 2.38477 4.99472 -3.05969 0.25 0.00 0.08 0.140
H 2.02959 2.76351 -3.29300 0.07 -0.62 0.28 0.112
H 0.52835 3.02903 -2.37717 -0.03 0.25 0.01 0.117
C -3.54659 3.53483 -2.86053 1.36 0.05 0.47 -0.127
C -4.30030 3.66808 -4.17616 -0.40 -0.69 0.11 -0.157
O -3.93070 4.93599 -4.72031 -0.02 0.79 0.32 -0.182
S -2.66577 5.60403 -4.00074 0.69 -0.21 -0.48 0.610
O -3.01402 6.73944 -3.21070 -0.35 -0.66 -0.12 -0.224
O -1.62756 5.76901 -4.97569 -0.54 -0.42 0.72 -0.238
O -2.34684 4.32454 -3.07357 0.07 1.05 -0.37 -0.231
H -3.07830 2.58694 -2.59632 -0.72 -0.43 -0.48 0.104
H -4.04525 3.89973 -1.96059 -0.31 0.22 -0.30 0.136
H -5.37733 3.61506 -4.01598 0.00 0.37 0.00 0.133
H -4.05933 2.90953 -4.91757 0.35 -0.09 0.23 0.096
C 1.52629 1.82030 3.96335 -0.51 -0.23 -0.08 -0.188
C 2.39488 2.71014 4.81920 0.16 1.27 -0.47 -0.149
O 3.11464 1.86749 5.73281 0.08 -1.24 0.40 -0.169
S 2.85525 0.31592 5.37223 -0.60 0.34 -1.76 0.643
O 1.73281 -0.21183 6.08720 0.69 0.36 0.33 -0.222
O 4.05224 -0.44739 5.23230 -0.40 0.68 0.57 -0.210
O 2.34101 0.65058 3.87899 0.21 -0.89 0.32 -0.195
H 1.35033 2.16560 2.94789 0.29 0.23 0.05 0.116
H 0.54216 1.58865 4.37815 0.20 -0.08 0.21 0.101
H 1.88630 3.48982 5.38130 -0.23 -0.29 0.11 0.130
H 3.11426 3.20461 4.16028 0.21 -0.15 0.20 0.138
C -1.32810 -0.14493 6.29653 -0.02 0.23 -0.48 -0.170
C -2.79418 0.13949 6.02786 -0.26 -0.35 -0.26 -0.152
O -3.18148 0.95799 7.13477 0.01 0.35 0.05 -0.182
S -2.36915 0.57676 8.45457 -0.30 -0.27 -0.47 0.603
O -3.17342 -0.30035 9.23372 0.40 -0.01 0.03 -0.223
O -1.82617 1.75571 9.02299 -0.01 0.12 0.08 -0.221
O -1.20437 -0.23903 7.71824 -0.36 -0.19 0.32 -0.178
H -0.72110 0.69622 5.96186 0.09 -0.07 -0.01 0.107
H -0.98289 -1.06656 5.83540 0.07 -0.05 0.16 0.124
H -3.42441 -0.75117 5.97039 0.13 -0.11 0.37 0.138
H -2.97810 0.67503 5.09769 0.19 0.32 0.17 0.117
C 3.44601 -4.09600 1.08647 0.97 -1.79 0.54 -0.164
C 4.77974 -4.13387 0.30870 -0.34 -0.48 0.91 -0.142
O 4.97277 -2.75153 0.00200 0.98 0.57 -0.10 -0.197
S 4.68555 -1.92608 1.36246 0.14 -0.36 0.02 0.628
O 4.34758 -0.58243 1.05020 -0.37 -0.54 -0.36 -0.213
O 5.68721 -2.13090 2.36506 -0.57 -0.49 -0.69 -0.209
O 3.39222 -2.81975 1.67583 -0.34 1.51 0.44 -0.210
H 3.52138 -4.80785 1.91086 -0.20 -0.12 -0.11 0.128
H 2.55610 -4.36406 0.52051 -0.07 0.64 -0.20 0.123
H 4.80311 -4.81449 -0.53517 -0.30 0.68 -0.55 0.114
H 5.57312 -4.50051 0.96581 0.06 0.37 0.09 0.130
C -5.41960 -0.59100 0.06432 0.30 -0.23 -0.38 -0.169
C -4.12624 -1.25081 0.57322 0.42 -0.08 -0.28 -0.150
O -3.82429 -0.64127 1.83951 -0.52 0.96 0.30 -0.218
S -4.80164 0.62178 2.13049 -0.13 -0.79 0.08 0.637
O -4.19372 1.80972 1.61524 -0.45 -0.62 -0.11 -0.222
O -5.29758 0.58460 3.46499 0.52 -0.03 -0.60 -0.206
O -5.98454 0.05620 1.18827 0.14 0.78 0.43 -0.180
H -6.14860 -1.29239 -0.33300 -0.02 -0.05 0.18 0.135
H -5.17742 0.13067 -0.72027 -0.08 0.12 0.11 0.118
H -3.32276 -1.05766 -0.13959 0.19 0.02 0.23 0.103
H -4.15283 -2.32181 0.76101 -0.38 0.00 -0.02 0.133
C 2.85509 -4.36465 5.80839 1.24 1.51 0.55 -0.160
C 2.59154 -3.22476 4.78688 -0.40 -1.27 0.55 -0.138
O 1.85055 -3.94234 3.78772 -0.47 -0.53 -1.41 -0.236
S 0.76359 -4.84367 4.52392 0.35 0.79 1.19 0.633
O 0.37239 -5.94141 3.70656 0.52 0.52 0.38 -0.211
O -0.21933 -3.98965 5.13103 0.39 -0.59 -0.58 -0.233
O 1.79000 -5.29154 5.70430 -0.82 -0.28 -0.34 -0.175
H 3.01818 -3.88007 6.77840 -1.00 -0.38 0.28 0.136
H 3.80779 -4.88684 5.69398 -0.20 -0.15 -0.78 0.130
H 3.52416 -2.82930 4.40366 -0.20 0.12 -0.35 0.117
H 1.88158 -2.47449 5.12805 0.54 0.25 0.51 0.102
```
Forces are in eV/Å.

***

Record 2
Computed, not measured: a cluster of 9 separate species, C32H72BBrClN8O13S in total at a distorted geometry, with the ωB97M-V functional and the def2-TZVPD basis.

As for the HOMO-LUMO gap: 0.251 hartree. For the LUMO energy, the calculation gives 0.0665 Eh. The total charge is -1.

```
129
Properties=species:S:1:pos:R:3:forces:R:3:lowdin_charge:R:1
O 2.07954 -3.14704 1.70432 2.46 0.17 -2.91 0.064
C 2.81490 -3.09312 0.70551 -1.92 0.08 3.07 -0.326
O 3.45593 -1.99701 0.27362 -0.78 0.05 0.60 -0.043
C 3.12794 -1.63515 -1.08734 0.98 -0.44 -0.71 -0.179
C 3.08033 -0.15501 -1.24393 -0.70 -0.02 0.53 -0.195
C 1.75305 0.47807 -0.91154 0.15 -0.01 -0.27 -0.224
C 1.22336 0.10657 0.44551 -0.17 0.70 0.13 -0.263
B -0.00481 1.01217 0.93631 -0.27 -0.27 -0.43 -1.352
Cl 0.49897 2.83382 1.12318 0.25 0.23 0.14 0.450
Br -0.54842 0.29384 2.83322 0.13 -0.04 0.24 0.537
C -1.33461 0.96540 0.02291 0.64 -0.32 0.67 -0.260
C -1.76003 -0.44041 -0.35391 -0.40 0.30 -0.06 -0.241
C -3.28074 -0.47626 -0.41585 0.52 -0.93 -0.20 -0.217
S -3.97743 -1.47905 -1.70636 -0.23 0.40 -0.96 0.600
O -3.01194 -2.14973 -2.51508 0.92 -0.67 0.31 -0.296
O -4.91068 -0.70679 -2.45143 -0.93 0.55 -0.03 -0.291
O -4.86605 -2.61546 -0.98621 -0.09 0.17 0.19 -0.177
H 3.05977 -3.98428 0.12730 -0.18 -0.39 -0.38 0.125
H 3.93371 -2.01083 -1.70342 0.42 -0.33 -0.29 0.111
H 2.23540 -2.12209 -1.44211 -0.66 -0.23 0.19 0.126
H 3.81315 0.25117 -0.59020 0.55 0.29 0.51 0.075
H 3.38765 0.12669 -2.23082 0.23 0.01 -0.77 0.110
H 1.04976 0.23018 -1.69040 -0.56 -0.17 -0.41 0.110
H 1.90578 1.53894 -0.98078 -0.07 0.74 0.04 0.091
H 2.02668 0.22101 1.15434 0.44 -0.05 0.49 0.091
H 0.96598 -0.94067 0.44818 -0.30 -0.52 0.18 0.076
H -2.12763 1.38851 0.61295 -0.41 0.54 0.28 0.075
H -1.21696 1.56495 -0.86266 0.02 0.43 -0.46 0.088
H -1.35528 -0.73161 -1.29962 0.43 -0.25 -0.61 0.095
H -1.43845 -1.13359 0.39457 0.30 -0.59 0.45 0.088
H -3.65344 -0.81531 0.53185 -0.49 0.05 0.50 0.068
H -3.64558 0.50004 -0.63376 -0.56 0.66 -0.19 0.100
H -4.51249 -2.79659 -0.11324 0.15 -0.14 0.42 0.081
C -4.72337 -0.25827 3.59169 -0.01 -0.09 -0.01 -0.352
O -3.93686 -0.32839 2.66735 -0.23 -0.23 -0.25 -0.015
N -4.71075 0.71238 4.51196 -0.10 0.13 0.29 -0.186
C -5.66606 0.77286 5.60460 0.40 -0.18 -0.37 -0.066
C -3.69003 1.74875 4.39988 -0.03 -0.08 0.01 -0.038
H -5.52817 -1.00082 3.75216 0.02 0.01 0.01 0.129
H -6.22979 1.69273 5.55468 -0.14 0.16 0.09 0.057
H -5.14639 0.73257 6.56246 -0.08 0.04 0.07 0.089
H -6.35200 -0.07100 5.53853 0.01 -0.03 -0.01 0.080
H -3.78130 2.26642 3.44505 0.04 0.02 -0.02 0.096
H -2.69461 1.30960 4.43907 0.03 0.02 -0.07 0.032
H -3.81583 2.45794 5.21464 -0.05 0.01 0.03 0.083
C -8.14855 3.15191 7.54327 0.02 -0.21 -0.04 -0.344
O -6.99104 2.82211 7.38147 -0.03 0.07 0.15 0.011
N -8.55745 4.41882 7.72023 -0.18 0.27 0.06 -0.199
C -9.95215 4.76229 7.90489 0.21 0.10 -0.02 -0.062
C -7.55508 5.47333 7.72253 0.01 -0.16 -0.02 -0.038
H -8.97662 2.42214 7.55313 -0.01 0.01 0.01 0.136
H -10.28654 5.43670 7.11424 -0.06 0.00 0.01 0.089
H -10.09905 5.25342 8.86900 -0.06 0.00 0.00 0.087
H -10.56018 3.86163 7.87538 -0.01 -0.05 -0.01 0.080
H -7.01744 5.48539 6.77505 0.03 0.03 0.00 0.095
H -6.83043 5.30285 8.51826 0.03 0.03 0.00 0.092
H -8.04265 6.43180 7.87472 -0.05 0.03 0.01 0.083
C -1.26165 5.38427 -1.78830 0.35 -0.03 -0.01 -0.362
O -1.62021 4.35871 -1.26358 -0.37 -0.31 -0.15 0.022
N -1.08135 6.53852 -1.11425 0.02 0.34 0.01 -0.190
C -0.60036 7.74388 -1.74762 -0.07 -0.09 0.20 -0.066
C -1.37750 6.54584 0.31165 -0.07 -0.09 -0.13 -0.041
H -1.00809 5.45755 -2.86364 -0.05 0.04 0.01 0.129
H 0.33616 8.07122 -1.28821 0.00 0.06 -0.03 0.074
H -1.33247 8.54953 -1.64776 0.04 0.06 -0.04 0.086
H -0.42630 7.55855 -2.80600 0.00 -0.03 -0.04 0.077
H -0.77095 5.79831 0.82366 -0.05 -0.05 0.03 0.072
H -2.42657 6.29518 0.47457 0.00 -0.05 0.03 0.093
H -1.16492 7.52806 0.71708 0.04 0.06 0.02 0.064
C -2.78948 -6.50146 -1.00501 0.32 0.24 0.23 -0.363
O -2.33110 -7.48935 -0.45588 0.03 -0.17 -0.02 -0.009
N -3.72087 -6.52413 -1.96300 -0.29 0.08 -0.25 -0.190
C -4.23153 -5.31121 -2.58872 -0.04 -0.46 -0.03 -0.043
C -4.22953 -7.81309 -2.39116 0.08 0.03 0.09 -0.049
H -2.45147 -5.48225 -0.75396 -0.03 0.02 0.00 0.141
H -5.31018 -5.24538 -2.43687 -0.01 0.07 -0.05 0.093
H -4.01921 -5.33901 -3.65867 -0.03 0.13 -0.02 0.096
H -3.77401 -4.43074 -2.15711 0.15 0.00 -0.03 0.042
H -4.68468 -8.33968 -1.55146 -0.01 -0.04 -0.02 0.089
H -3.41843 -8.43289 -2.77542 -0.02 -0.04 -0.01 0.088
H -4.97113 -7.66301 -3.17029 -0.03 0.03 -0.04 0.082
C 1.62589 7.56537 1.63144 -0.27 -0.34 0.11 -0.352
O 0.76571 8.41328 1.78360 0.09 0.30 0.00 -0.004
N 2.86114 7.80620 1.16448 0.29 0.03 -0.09 -0.195
C 3.83579 6.74451 0.99549 -0.01 0.18 -0.02 -0.049
C 3.21986 9.17017 0.81993 -0.14 -0.10 0.06 -0.047
H 1.44973 6.50214 1.86114 0.00 -0.01 0.00 0.138
H 4.71865 6.93892 1.60823 0.02 -0.05 0.00 0.086
H 4.14228 6.67281 -0.04949 0.02 -0.06 0.00 0.089
H 3.40196 5.79446 1.29603 -0.04 -0.04 -0.01 0.089
H 3.12665 9.81800 1.69197 0.01 0.05 -0.01 0.089
H 2.55472 9.55303 0.04521 0.01 0.05 -0.01 0.084
H 4.24454 9.19186 0.45994 0.05 -0.03 -0.01 0.082
C 2.69650 -5.72450 -2.93159 0.07 0.13 -0.01 -0.374
O 2.02639 -5.17486 -3.78570 -0.03 0.00 -0.04 0.003
N 2.22365 -6.60054 -2.03597 0.03 -0.24 0.25 -0.191
C 3.07618 -7.22627 -1.04492 -0.20 0.05 -0.02 -0.060
C 0.80465 -6.92807 -2.05944 0.06 0.16 -0.14 -0.031
H 3.78140 -5.53778 -2.81945 -0.01 -0.02 0.00 0.132
H 3.06189 -8.31144 -1.16309 0.04 -0.01 0.04 0.087
H 2.73170 -6.97820 -0.03912 0.04 -0.03 0.02 0.091
H 4.09914 -6.87449 -1.16211 0.02 0.02 -0.02 0.080
H 0.54204 -7.34597 -3.03144 -0.08 0.00 0.01 0.094
H 0.21761 -6.02362 -1.90582 -0.08 -0.03 0.00 0.092
H 0.57115 -7.64495 -1.27922 0.02 0.00 0.07 0.085
C 6.32801 0.88591 -0.45341 -0.16 -0.01 0.23 -0.340
O 5.46497 1.51631 -1.02313 0.39 0.36 -0.16 0.022
N 7.53633 0.59859 -0.97938 0.27 -0.09 -0.02 -0.200
C 8.52789 -0.16836 -0.25609 -0.03 0.10 -0.21 -0.065
C 7.83772 1.07837 -2.31617 -0.13 0.00 0.09 -0.045
H 6.18739 0.47820 0.56239 0.00 -0.02 0.00 0.143
H 9.43839 0.41912 -0.11547 0.03 -0.04 0.05 0.085
H 8.78135 -1.07948 -0.80293 0.03 -0.03 0.05 0.087
H 8.13669 -0.44538 0.71950 -0.04 -0.01 0.03 0.082
H 7.77311 2.16624 -2.35133 0.00 0.01 -0.04 0.090
H 7.12062 0.67697 -3.03270 0.01 0.02 -0.04 0.091
H 8.84082 0.76542 -2.59327 0.04 -0.02 0.01 0.081
C 6.05345 -6.83482 -6.64509 0.06 -0.25 -0.04 -0.371
O 7.23984 -7.02569 -6.84535 0.06 0.00 -0.01 -0.003
N 5.50206 -5.63928 -6.40463 -0.27 0.20 0.04 -0.194
C 4.07427 -5.46759 -6.16854 0.39 0.15 -0.15 -0.045
C 6.36572 -4.47204 -6.37856 0.02 -0.13 -0.02 -0.044
H 5.31661 -7.65649 -6.64392 -0.01 0.00 0.00 0.130
H 3.65002 -4.80669 -6.92613 -0.09 -0.02 0.02 0.095
H 3.90082 -5.03099 -5.19162 -0.14 0.06 0.05 0.057
H 3.56765 -6.42754 -6.21684 0.01 -0.06 0.01 0.086
H 6.87111 -4.35373 -7.33738 0.03 0.03 0.00 0.090
H 7.12910 -4.58367 -5.60803 0.03 0.03 -0.01 0.090
H 5.76768 -3.58943 -6.17134 -0.05 0.02 0.01 0.086
```
Forces are in eV/Å.

***

- Number 1 is which compound?
  C32H70N2O40S10

***

- Which of these has the lowest LUMO energy?
  C32H70N2O40S10